Entry from OMol25: a structure of composition C32H39NO2PdS2Si (wB97M-V/def2-TZVPD).

E_tot = -2661.82479 Eh
gap between HOMO and LUMO = 5.357 eV
lowest unoccupied orbital energy = 4.4 eV
net charge = -2

Each line ends with the Löwdin charge.
Element x y z (Å)
Pd (-0.389, 1.136, 0.432)  0.488
C (1.692, 5.550, -2.896)  -0.207
Si (2.140, 3.943, -3.749)  0.478
C (3.744, 4.326, -4.683)  -0.208
C (0.833, 3.525, -5.029)  -0.189
C (2.464, 2.474, -2.650)  -0.279
C (3.599, 1.692, -2.808)  -0.122
C (3.809, 0.565, -2.018)  -0.101
C (2.848, 0.274, -1.063)  -0.155
N (1.744, 0.986, -0.889)  -0.002
C (1.512, 2.058, -1.677)  -0.780
S (-0.021, 2.815, -1.463)  0.546
H (1.705, 6.367, -3.625)  0.017
H (2.411, 5.784, -2.106)  0.028
H (0.709, 5.477, -2.437)  -0.010
H (3.590, 5.200, -5.323)  0.016
H (4.074, 3.503, -5.321)  0.017
H (4.554, 4.558, -3.986)  0.025
H (0.649, 4.361, -5.711)  0.018
H (-0.098, 3.275, -4.517)  0.007
H (1.138, 2.656, -5.617)  0.026
H (4.342, 1.962, -3.553)  0.079
H (4.685, -0.059, -2.133)  0.080
H (2.960, -0.581, -0.404)  0.097
O (1.676, 1.635, 3.298)  -0.541
S (0.978, 0.330, 3.092)  0.960
C (0.444, -0.150, 4.758)  -0.353
C (0.106, -1.467, 5.032)  -0.084
C (-0.301, -1.817, 6.313)  -0.095
C (-0.358, -0.855, 7.312)  -0.116
C (0.000, 0.459, 7.032)  -0.098
C (0.408, 0.812, 5.754)  -0.071
C (-0.656, 0.668, 2.411)  -0.558
C (-1.057, 2.035, 2.215)  -0.250
C (-2.459, 2.326, 2.247)  -0.126
C (-3.395, 1.344, 2.386)  -0.146
C (-2.990, -0.015, 2.492)  -0.130
C (-1.666, -0.345, 2.502)  -0.129
H (0.162, -2.214, 4.248)  0.086
H (-0.574, -2.843, 6.530)  0.095
H (-0.676, -1.130, 8.311)  0.087
H (-0.040, 1.209, 7.812)  0.092
H (0.705, 1.823, 5.500)  0.105
H (-0.348, 2.828, 2.421)  0.084
H (-2.770, 3.362, 2.155)  0.088
H (-4.450, 1.593, 2.381)  0.080
H (-3.733, -0.803, 2.526)  0.091
H (-1.375, -1.386, 2.562)  0.085
C (-1.613, -0.391, -3.002)  -0.082
C (-2.694, -1.155, -2.232)  -0.383
C (-3.314, -0.286, -1.136)  -0.074
C (-2.196, -2.488, -1.712)  -0.149
C (-2.848, -3.646, -2.097)  -0.098
C (-2.442, -4.916, -1.690)  -0.164
C (-1.316, -4.998, -0.877)  -0.104
C (-0.621, -3.876, -0.458)  -0.156
C (0.631, -4.047, 0.376)  -0.382
C (0.533, -3.365, 1.742)  -0.094
C (1.867, -3.545, -0.375)  -0.075
C (-1.052, -2.551, -0.837)  -0.344
O (-0.440, -1.510, -0.428)  -0.117
H (-2.005, 0.553, -3.394)  0.063
H (-1.246, -0.992, -3.839)  0.073
H (-0.775, -0.157, -2.347)  0.041
H (-3.498, -1.393, -2.943)  0.111
H (-2.575, 0.013, -0.391)  0.038
H (-4.109, -0.833, -0.621)  0.073
H (-3.743, 0.628, -1.563)  0.070
H (-3.713, -3.552, -2.752)  0.088
H (-2.974, -5.806, -2.007)  0.062
H (-0.957, -5.977, -0.560)  0.086
H (0.751, -5.126, 0.547)  0.113
H (0.435, -2.290, 1.592)  0.042
H (1.428, -3.563, 2.344)  0.070
H (-0.343, -3.727, 2.290)  0.077
H (1.725, -2.492, -0.621)  0.052
H (2.005, -4.101, -1.306)  0.073
H (2.773, -3.654, 0.232)  0.066

Cartesian forces, eV/Å:
Pd 0.197 0.326 0.050
C 0.064 0.011 0.108
Si -0.040 -0.059 -0.111
C 0.010 -0.013 -0.032
C -0.057 0.006 -0.010
C -0.027 0.050 0.026
C 0.058 0.023 0.109
C -0.006 0.058 -0.036
C 0.013 -0.033 0.038
N 0.009 -0.060 -0.025
C -0.030 -0.120 -0.117
S -0.036 0.034 0.001
H -0.011 0.000 0.006
H 0.000 0.006 -0.013
H -0.024 0.005 -0.004
H 0.015 0.002 -0.002
H -0.014 -0.013 0.004
H 0.008 0.007 -0.009
H 0.010 0.003 -0.005
H 0.017 -0.004 -0.003
H 0.003 0.010 -0.012
H 0.003 0.004 -0.012
H -0.001 -0.007 0.009
H -0.003 0.003 0.003
O -0.045 -0.023 -0.046
S -0.033 -0.023 0.053
C 0.060 0.019 -0.011
C -0.004 -0.002 0.040
C 0.006 -0.006 -0.025
C -0.001 0.003 0.007
C 0.004 0.005 0.006
C -0.027 -0.010 0.005
C -0.121 -0.071 -0.074
C -0.122 -0.071 0.056
C 0.040 0.031 0.021
C 0.003 -0.079 0.001
C -0.016 0.075 0.006
C 0.014 -0.004 0.031
H -0.002 -0.003 -0.011
H 0.000 -0.001 -0.002
H 0.001 0.007 0.002
H -0.001 -0.003 0.002
H 0.003 0.001 -0.005
H 0.017 -0.013 -0.001
H 0.011 0.002 0.000
H -0.002 -0.009 0.006
H -0.010 0.006 -0.004
H 0.024 0.001 -0.016
C 0.006 0.002 -0.006
C -0.008 0.013 -0.034
C -0.028 0.016 0.043
C -0.012 -0.035 0.005
C -0.016 -0.003 -0.014
C 0.015 0.006 0.010
C -0.012 -0.011 -0.006
C -0.016 -0.010 -0.008
C 0.002 -0.012 -0.002
C -0.012 0.003 0.001
C -0.001 -0.003 -0.004
C 0.028 0.047 0.061
O 0.001 -0.076 -0.039
H -0.010 -0.005 0.001
H 0.004 0.004 0.000
H -0.001 -0.005 0.003
H 0.005 0.010 -0.005
H 0.067 -0.044 -0.017
H -0.003 0.015 0.007
H 0.005 0.002 -0.011
H 0.001 0.005 0.001
H -0.001 0.000 0.000
H 0.007 0.004 0.006
H 0.010 0.002 -0.004
H 0.005 -0.001 0.003
H 0.001 -0.001 0.003
H 0.004 0.004 0.003
H 0.000 0.000 0.000
H 0.003 -0.003 0.002
H 0.000 0.005 0.000

=====

Entry from OMol25: a cluster of 2 separate species, C32H39OSi in total in a non-equilibrium geometry (wB97M-V/def2-TZVPD).

E_tot = -1607.28456 Eh
gap between HOMO and LUMO = 5.331 eV
lowest unoccupied orbital energy = -5.3 eV
net charge = +1

Each line ends with the Löwdin charge.
Element x y z (Å)
C (3.037, -0.815, 0.747)  -0.150
Si (2.345, 0.246, 2.106)  0.444
C (2.410, -0.567, 3.794)  -0.132
C (3.045, 1.968, 2.128)  -0.152
O (0.708, 0.419, 1.669)  -0.126
C (-0.382, 0.055, 2.414)  -0.325
C (-0.927, -1.184, 2.305)  -0.048
C (-2.360, -1.432, 2.625)  -0.200
C (-3.390, -0.666, 1.758)  -0.183
C (-3.694, 0.774, 2.169)  -0.203
C (-2.781, 1.844, 1.542)  -0.192
C (-1.593, 2.272, 2.408)  -0.185
C (-0.965, 1.158, 3.246)  -0.127
H (4.075, -1.107, 0.958)  0.038
H (2.444, -1.728, 0.607)  0.025
H (3.024, -0.264, -0.205)  0.046
H (3.436, -0.871, 4.044)  0.040
H (2.059, 0.108, 4.588)  0.054
H (1.779, -1.463, 3.856)  -0.001
H (4.082, 1.947, 2.491)  0.038
H (3.043, 2.406, 1.121)  0.043
H (2.468, 2.636, 2.782)  0.038
H (-0.364, -1.979, 1.819)  0.095
H (-2.543, -2.498, 2.456)  0.076
H (-2.554, -1.246, 3.700)  0.113
H (-3.047, -0.693, 0.713)  0.120
H (-4.341, -1.226, 1.782)  0.110
H (-4.723, 0.991, 1.838)  0.111
H (-3.690, 0.872, 3.262)  0.110
H (-2.430, 1.512, 0.553)  0.116
H (-3.388, 2.743, 1.361)  0.110
H (-0.827, 2.723, 1.762)  0.115
H (-1.928, 3.060, 3.096)  0.115
H (-1.700, 0.723, 3.929)  0.102
H (-0.154, 1.589, 3.859)  0.125
C (-0.432, -2.162, 9.642)  -0.040
C (-1.155, -1.858, 8.480)  -0.050
C (-0.654, -2.198, 7.224)  -0.007
C (0.578, -2.882, 7.097)  -0.163
C (1.068, -3.285, 5.776)  -0.058
C (0.136, -3.465, 4.727)  -0.015
C (0.398, -3.553, 3.368)  0.006
C (-0.380, -4.391, 2.482)  -0.226
C (0.209, -4.905, 1.301)  -0.007
C (-0.546, -5.659, 0.409)  -0.051
C (-1.906, -5.895, 0.657)  -0.038
C (-2.494, -5.421, 1.834)  -0.049
C (-1.730, -4.714, 2.763)  -0.030
C (2.506, -3.502, 5.593)  -0.186
C (3.007, -4.539, 4.776)  -0.007
C (4.381, -4.754, 4.662)  -0.050
C (5.286, -3.910, 5.316)  -0.044
C (4.814, -2.849, 6.101)  -0.050
C (3.443, -2.650, 6.240)  -0.043
C (1.281, -3.207, 8.288)  -0.010
C (0.789, -2.839, 9.535)  -0.049
H (-0.809, -1.869, 10.618)  0.116
H (-2.117, -1.352, 8.554)  0.115
H (-1.217, -1.929, 6.327)  0.112
H (-0.907, -3.541, 5.035)  0.114
H (1.332, -3.169, 2.964)  0.116
H (1.268, -4.698, 1.111)  0.124
H (-0.078, -6.070, -0.486)  0.116
H (-2.503, -6.486, -0.035)  0.117
H (-3.550, -5.599, 2.051)  0.120
H (-2.186, -4.354, 3.695)  0.119
H (2.299, -5.212, 4.286)  0.122
H (4.743, -5.593, 4.065)  0.116
H (6.356, -4.073, 5.220)  0.115
H (5.500, -2.179, 6.621)  0.118
H (3.072, -1.824, 6.854)  0.129
H (2.205, -3.783, 8.214)  0.123
H (1.360, -3.093, 10.426)  0.116

Cartesian forces, eV/Å:
C 0.364 -0.117 -0.063
Si -1.054 0.297 -0.258
C 0.048 -0.100 0.187
C 0.285 0.014 0.019
O 0.438 -0.341 0.848
C -0.029 -0.826 -0.463
C 0.722 1.309 -0.174
C -0.532 -0.523 0.544
C -0.034 -0.442 0.127
C -0.224 0.330 -0.440
C -0.138 0.138 -0.046
C 0.043 0.358 0.102
C 0.124 -0.021 -0.185
H -0.151 0.025 -0.131
H 0.092 0.180 0.075
H 0.000 -0.143 0.253
H -0.185 0.102 -0.062
H 0.114 -0.055 -0.218
H 0.203 0.376 -0.116
H -0.163 0.124 -0.101
H 0.015 -0.121 0.212
H 0.101 -0.208 -0.089
H -0.219 0.539 -0.554
H -0.075 0.207 0.132
H -0.175 -0.050 -0.289
H -0.091 0.036 0.203
H 0.348 0.066 0.072
H 0.284 -0.067 0.175
H -0.139 -0.028 -0.123
H -0.116 -0.047 0.274
H 0.203 -0.190 -0.062
H -0.102 -0.070 0.211
H 0.103 -0.127 -0.081
H 0.103 0.156 -0.016
H -0.177 -0.158 -0.165
C 0.271 -0.126 -0.509
C 0.158 -0.023 -0.115
C 0.060 -0.138 0.242
C -0.252 -0.125 0.533
C -0.174 0.587 -0.404
C 0.079 0.458 0.452
C 0.471 -1.493 0.628
C -0.631 0.019 -0.459
C -0.166 0.408 0.130
C -0.027 -0.080 0.092
C 0.251 0.080 0.381
C 0.164 0.095 0.398
C 0.006 0.053 -0.125
C 0.555 0.191 -0.173
C -0.120 0.122 0.169
C -0.035 0.153 -0.012
C -0.363 0.042 0.003
C -0.432 -0.088 -0.075
C -0.100 -0.246 0.125
C -0.148 0.003 -0.377
C -0.093 0.064 -0.148
H 0.015 -0.091 -0.187
H 0.277 -0.069 -0.015
H 0.169 -0.002 0.312
H 0.299 -0.318 -0.072
H 0.080 -0.213 0.142
H -0.399 -0.059 -0.051
H -0.130 0.141 0.241
H 0.167 0.196 0.041
H 0.394 -0.030 -0.159
H 0.131 -0.252 -0.586
H 0.272 0.117 0.187
H -0.082 0.296 0.182
H -0.200 -0.026 0.012
H -0.143 -0.229 -0.238
H 0.160 -0.280 -0.271
H -0.291 0.188 0.089
H -0.180 0.051 -0.180

=====

Entry from OMol25: a structure of composition C32H40BN8NiSSeTe (wB97M-V/def2-TZVPD).

E_tot = -6282.41015 Eh
gap between HOMO and LUMO (alpha / beta) = 5.504 / 5.884 eV
spin multiplicity = 3
lowest unoccupied orbital energy (alpha / beta) = 2.3 / 2.2 eV
net charge = -1

Each line ends with the Löwdin spin population.
Element x y z (Å)
Ni (1.004, 0.759, 0.549)  0.964
C (4.480, 2.274, 1.376)  0.000
C (3.626, 2.852, 0.293)  0.001
C (3.931, 3.922, -0.565)  0.001
C (2.834, 4.037, -1.395)  -0.001
C (2.601, 5.000, -2.512)  0.000
N (1.948, 3.086, -1.034)  0.000
N (2.433, 2.361, 0.006)  0.023
B (0.602, 2.740, -1.728)  0.001
N (-0.553, 2.876, -0.709)  -0.001
N (-0.380, 2.429, 0.567)  0.003
C (-1.305, 3.019, 1.310)  -0.001
C (-1.367, 2.870, 2.792)  0.001
C (-2.115, 3.843, 0.506)  0.000
C (-1.597, 3.731, -0.765)  -0.001
C (-2.060, 4.383, -2.026)  0.000
N (0.712, 1.322, -2.332)  0.001
N (1.349, 0.362, -1.627)  0.014
C (1.481, -0.686, -2.423)  0.008
C (2.138, -1.935, -1.937)  0.000
C (0.909, -0.409, -3.678)  0.002
C (0.433, 0.884, -3.577)  0.001
C (-0.294, 1.709, -4.586)  0.000
H (5.475, 2.718, 1.343)  0.000
H (4.578, 1.194, 1.265)  0.000
H (4.061, 2.466, 2.366)  0.000
H (4.825, 4.525, -0.578)  0.000
H (3.456, 5.670, -2.596)  0.000
H (1.707, 5.603, -2.341)  0.000
H (2.471, 4.486, -3.465)  0.000
H (0.417, 3.521, -2.619)  0.000
H (-0.494, 2.334, 3.155)  0.001
H (-2.247, 2.307, 3.109)  0.000
H (-1.408, 3.857, 3.257)  0.000
H (-2.956, 4.441, 0.816)  0.000
H (-2.918, 5.018, -1.810)  0.000
H (-2.363, 3.641, -2.767)  0.000
H (-1.279, 4.996, -2.477)  0.000
H (2.754, -1.703, -1.068)  -0.001
H (2.772, -2.371, -2.710)  0.000
H (1.397, -2.681, -1.641)  0.001
H (0.848, -1.058, -4.537)  0.000
H (-0.365, 1.160, -5.525)  0.000
H (0.212, 2.657, -4.776)  0.000
H (-1.307, 1.941, -4.251)  0.000
Se (-0.947, -0.581, 3.133)  0.321
C (-2.735, -0.585, 3.760)  0.030
C (-3.030, -0.739, 5.118)  0.016
C (-4.343, -0.660, 5.548)  0.002
N (-5.388, -0.448, 4.746)  0.005
C (-5.102, -0.306, 3.451)  -0.001
C (-3.825, -0.357, 2.917)  0.004
H (-2.236, -0.917, 5.831)  0.004
H (-4.569, -0.775, 6.605)  0.000
H (-5.949, -0.135, 2.793)  0.000
H (-3.673, -0.227, 1.853)  0.000
C (-1.135, -7.342, -1.658)  0.002
C (-1.069, -5.894, -1.253)  0.012
C (-1.767, -4.917, -1.948)  0.000
C (-1.729, -3.577, -1.576)  0.023
C (-2.495, -2.579, -2.402)  0.019
C (-0.972, -3.185, -0.457)  0.057
Te (-1.075, -1.149, 0.166)  0.456
C (-0.246, -4.161, 0.243)  0.014
C (0.619, -3.845, 1.435)  0.006
C (-0.307, -5.490, -0.168)  -0.003
H (-1.782, -7.478, -2.525)  0.000
H (-1.525, -7.962, -0.849)  0.001
H (-0.146, -7.728, -1.915)  0.001
H (-2.364, -5.203, -2.809)  0.000
H (-2.941, -3.065, -3.271)  0.001
H (-1.844, -1.772, -2.746)  0.010
H (-3.288, -2.109, -1.816)  0.003
H (0.516, -2.811, 1.755)  0.003
H (1.670, -4.036, 1.200)  0.000
H (0.351, -4.477, 2.284)  0.001
H (0.258, -6.232, 0.391)  -0.001
S (3.204, -0.326, 4.437)  0.002
C (3.487, -1.546, 3.271)  0.001
C (2.846, -1.232, 2.118)  -0.002
N (2.152, -0.049, 2.140)  0.000
C (2.252, 0.524, 3.302)  -0.002
H (4.066, -2.426, 3.491)  0.000
H (2.837, -1.821, 1.215)  -0.001
H (1.777, 1.463, 3.539)  0.000

Cartesian forces, eV/Å:
Ni 0.580 0.135 -0.217
C 0.007 0.027 0.030
C 0.024 -0.052 0.017
C -0.019 0.002 0.006
C 0.001 -0.024 -0.013
C 0.004 0.014 -0.007
N 0.041 0.084 -0.013
N -0.204 0.019 -0.033
B -0.052 -0.126 0.037
N 0.036 0.177 0.065
N -0.008 -0.169 -0.172
C 0.010 -0.015 0.013
C -0.050 0.001 -0.002
C 0.000 0.000 0.006
C 0.008 -0.036 -0.025
C 0.000 0.029 0.004
N 0.169 0.032 -0.088
N -0.002 -0.052 0.079
C -0.041 0.004 0.010
C -0.028 -0.021 -0.006
C -0.013 -0.011 0.002
C -0.062 0.004 0.035
C 0.022 0.006 -0.021
H 0.003 -0.011 -0.002
H -0.015 -0.002 -0.001
H -0.003 0.013 -0.004
H 0.001 0.002 -0.007
H 0.000 -0.002 0.003
H -0.001 -0.002 0.000
H 0.004 -0.002 0.000
H -0.028 0.000 -0.010
H -0.006 -0.013 -0.004
H 0.011 -0.017 -0.001
H -0.002 -0.004 0.003
H -0.002 0.000 -0.002
H -0.005 -0.009 0.002
H 0.009 0.000 -0.004
H 0.000 0.004 0.005
H 0.004 0.006 -0.004
H 0.002 0.000 0.000
H 0.004 0.002 0.000
H 0.005 0.000 -0.003
H -0.004 -0.004 0.003
H 0.004 -0.003 0.000
H 0.000 0.002 0.001
Se -0.022 -0.239 0.343
C -0.022 0.119 -0.007
C -0.002 -0.034 -0.006
C 0.007 -0.010 -0.001
N -0.003 -0.001 0.007
C -0.002 -0.004 -0.010
C -0.005 -0.036 -0.002
H 0.001 -0.001 -0.001
H -0.007 -0.001 -0.002
H -0.002 0.004 0.005
H 0.005 -0.002 -0.001
C 0.011 -0.018 -0.004
C 0.002 0.010 -0.008
C 0.023 0.003 -0.023
C 0.039 0.023 -0.017
C -0.025 0.007 0.016
C 0.001 -0.107 -0.001
Te -0.223 0.260 0.113
C -0.015 0.010 0.001
C -0.014 0.015 0.011
C 0.004 -0.009 -0.002
H 0.001 0.003 -0.001
H -0.002 0.004 0.001
H 0.001 0.004 0.000
H 0.007 0.000 -0.006
H -0.006 0.003 0.000
H 0.005 -0.009 -0.014
H 0.006 0.000 0.006
H -0.005 -0.002 0.007
H -0.001 -0.001 0.001
H 0.005 -0.008 -0.004
H -0.005 -0.002 0.004
S 0.005 -0.005 0.028
C -0.049 -0.029 -0.017
C 0.062 0.019 -0.008
N -0.158 0.053 -0.078
C -0.004 0.019 -0.043
H 0.027 0.016 -0.005
H -0.015 -0.022 0.014
H -0.029 -0.019 0.020

=====

> Which value of net charge does entry 1 give?

-2